Formula: C6H9NO2S
Source: the OMol25 dataset
Level of theory: the ωB97M-V functional and the def2-TZVPD basis

XYZ file:
```
19
Properties=species:S:1:pos:R:3:forces:R:3:nbo_charge:R:1
C 1.98655 -1.03716 -0.08690 -1.5 -0.8 -0.8 0.79
C 0.98457 -0.42497 -1.04245 -0.6 -1.1 -0.5 -0.51
C 0.57196 0.96880 -0.58059 0.1 -0.3 0.0 -0.40
C -0.17223 1.00184 0.77050 0.3 0.8 -0.3 -0.41
C -1.41645 0.14149 0.84977 1.1 -0.3 0.3 -0.23
C -3.46339 -0.15575 -0.22254 0.9 0.1 0.0 0.31
H 3.74364 -1.00541 0.35415 1.0 -0.4 0.7 0.49
H 1.43685 -0.39308 -2.03979 0.1 0.3 0.2 0.23
H 0.10151 -1.10610 -1.19803 0.8 0.6 0.6 0.23
H 1.49881 1.55048 -0.54934 -0.2 0.2 0.2 0.22
H -0.03690 1.37962 -1.38863 -0.2 0.2 0.3 0.22
H 0.45226 0.67792 1.61844 0.1 0.1 -0.4 0.22
H -0.44650 2.06195 0.96227 0.1 -0.6 0.0 0.21
H -1.13426 -0.92960 0.70876 -0.3 0.7 0.5 0.21
H -1.82389 0.35835 1.85213 -0.3 -0.6 -0.5 0.21
N -2.36959 0.47091 -0.20741 -4.7 -2.3 -0.1 -0.50
O 3.23995 -0.68312 -0.38245 -0.2 0.6 -0.2 -0.67
O 1.69907 -1.80560 0.79873 0.3 0.4 0.2 -0.60
S -4.85195 -1.07058 -0.21662 3.0 2.2 -0.2 -0.02
```
Positions in Å, forces in eV/Å.

SMILES: O=C(O)CCCCN=C=S
E_LUMO: 0.22 eV
calculated total energy: -22787.95781 eV
ΔE to the lowest compared entry with this formula, charge and spin: 10.5 kcal per mole



Formula: C6H9NO3
Source: the OMol25 dataset
Level of theory: the ωB97M-V functional and the def2-TZVPD basis

XYZ file:
```
19
Properties=species:S:1:pos:R:3:forces:R:3:nbo_charge:R:1
C 1.39000 -2.34527 -0.75215 -1.6 -1.2 0.6 -0.23
C 1.08235 -1.43352 0.32305 -1.3 -1.1 0.5 -0.20
C 0.88024 -3.57594 -1.00586 -0.4 0.8 0.3 -0.34
C -0.21767 3.18673 -0.13735 2.3 1.3 -0.1 -0.40
C -0.94084 2.57254 0.74016 -1.1 -0.4 1.3 -0.38
C 1.56666 -0.18292 0.44155 -1.0 -2.2 1.3 0.35
N 2.08604 0.60306 -0.61973 -0.3 1.5 -3.0 0.47
O 1.97258 0.39491 -1.84666 0.3 -1.0 2.3 -0.36
O 2.45140 1.70415 -0.22647 0.8 0.9 0.3 -0.39
O 1.53542 0.44838 1.60481 0.9 3.4 -1.3 -0.65
H 2.09877 -1.93266 -1.38130 1.4 0.3 -1.5 0.21
H 0.38877 -1.82064 1.13319 1.3 0.7 -0.7 0.23
H 0.04188 -4.06775 -0.45665 0.9 0.6 -0.2 0.20
H 1.23353 -4.09845 -1.89372 0.0 0.0 0.3 0.21
H 0.14659 2.75811 -1.06528 -0.2 0.2 0.0 0.20
H 0.28521 4.08112 0.28781 -0.5 -0.2 -1.1 0.20
H -1.32716 1.59572 0.65881 -0.6 -1.0 -0.5 0.19
H -1.19204 3.06190 1.66132 0.1 0.1 0.4 0.19
H 1.84377 1.45116 1.23805 -0.8 -2.7 1.4 0.51
```
Positions in Å, forces in eV/Å.

SMILES: C=C/C=C(/O)[N+](=O)[O-].C=C
E_LUMO (spin up / spin down): -1.48 / -1.48 eV
calculated total energy: -13994.42732 eV
ΔE to the lowest compared entry with this formula, charge and spin: 142.5 kcal per mole



Formula: C6H9NO3S
Source: the OMol25 dataset
Level of theory: the ωB97M-V functional and the def2-TZVPD basis

XYZ file:
```
20
Properties=species:S:1:pos:R:3:forces:R:3:nbo_charge:R:1
C 1.20807 -0.21235 1.60655 -0.3 0.7 -0.9 0.81
C -1.14664 -0.65026 -1.29423 -0.7 1.3 1.5 -0.48
C -1.90089 0.47880 -1.99467 -3.6 0.7 0.4 -0.53
C -0.02652 1.49515 -0.59647 -2.2 -0.9 -0.1 -0.56
C 0.00016 -0.00426 -0.51338 3.0 -1.2 -0.7 0.32
C 1.17131 -0.84820 2.97969 -0.8 1.3 -1.0 -0.72
N 1.50294 -0.42707 -1.37734 -0.9 -0.7 0.9 0.18
O 2.00245 0.63739 1.31323 -0.5 -0.5 -0.5 -0.58
O 2.07623 -1.35504 -0.91197 -1.0 1.3 -0.3 -0.25
O 0.11457 -0.60593 0.74330 1.3 0.4 1.4 -0.55
S -1.80714 1.94112 -0.89249 0.3 -0.5 0.5 0.16
H -1.73308 -1.02215 -0.40683 0.0 -0.1 -1.4 0.25
H -0.93370 -1.39724 -2.02753 0.6 -0.8 0.0 0.24
H -1.53850 0.83550 -2.99148 -0.3 -0.9 0.7 0.23
H -3.12030 0.25251 -1.97115 3.3 0.4 -0.7 0.25
H 0.40292 1.98296 0.25178 0.4 0.5 -0.1 0.26
H 0.30706 1.67066 -1.58501 1.5 0.8 -0.6 0.23
H 0.16675 -1.27796 2.94455 0.3 -0.5 1.0 0.24
H 1.24025 0.06291 3.67021 0.0 -1.7 -0.7 0.25
H 2.01404 -1.55652 3.05324 -0.6 0.3 0.3 0.26
```
Positions in Å, forces in eV/Å.

SMILES: CC(=O)O[C@@]1(N=O)CCSC1
E_LUMO: 0.04 eV
calculated total energy: -24832.32283 eV
ΔE to the lowest compared entry with this formula, charge and spin: 80.2 kcal per mole



Formula: C6H9NO4
Source: the OMol25 dataset
Level of theory: the ωB97M-V functional and the def2-TZVPD basis

XYZ file:
```
20
Properties=species:S:1:pos:R:3:forces:R:3:nbo_charge:R:1
C -0.51722 -2.30135 0.87310 -0.7 -1.5 0.6 -0.26
C 0.96539 -0.48178 1.02639 0.5 -0.6 1.2 0.00
C 1.30813 0.85339 0.28326 -1.2 0.0 1.2 0.23
C 0.00001 0.37091 1.87852 -1.2 2.1 1.4 0.69
C -0.48038 0.80530 -1.25107 -2.7 0.1 -0.2 0.80
C -0.65762 0.89022 -2.72502 -2.2 -0.6 -0.9 -0.72
H -0.15317 -2.85765 1.81422 -0.1 1.0 -1.2 0.17
H -1.39875 -1.69475 1.13778 0.0 -0.6 0.0 0.20
H -0.73025 -3.08862 0.10673 -0.2 0.7 0.8 0.20
H 1.79972 -0.87965 1.70407 -0.8 0.5 -1.0 0.20
H 2.29895 1.22966 0.25775 1.0 -0.2 -0.5 0.19
H 0.18802 2.44508 1.30264 -0.8 1.8 0.0 0.40
H -0.05852 0.07639 -3.17979 -0.6 0.4 0.0 0.24
H -0.32286 1.82843 -3.14601 0.3 0.3 0.2 0.24
H -1.77549 0.84106 -2.93209 1.5 -0.4 0.0 0.24
N 0.57811 1.55623 1.33625 0.3 -3.1 0.2 -0.64
O 0.39521 -1.45859 0.23881 1.4 0.2 -0.5 -0.53
O -0.86938 0.26567 2.73260 1.9 -0.3 -1.8 -0.56
O 0.79402 0.90476 -1.03969 2.6 0.3 1.4 -0.49
O -1.36392 0.69530 -0.41847 0.9 0.0 -0.8 -0.60
```
Positions in Å, forces in eV/Å.

SMILES: CO[C@@H]1C(=O)N[C@@H]1OC(C)=O
E_LUMO: 0.75 eV
calculated total energy: -16046.73485 eV
ΔE to the lowest compared entry with this formula, charge and spin: 49.7 kcal per mole